Entry 1:
Below is a cluster of 2 separate species, C32H45F16N3O6P in total in a non-equilibrium geometry, with properties calculated with wB97M-V/def2-TZVPD.

Computed properties:
**E_LUMO**: -2.233 eV
**Charge**: +1
**E_HOMO**: -11.1 eV
**2S+1**: 1
**Total energy**: -3801.0105 a.u.
**Orbital gap**: 8.8 eV

CARTESIAN COORDINATES (ANGSTROEM)
C 1.49 -5.46 -1.91
C 0.88 -4.16 -2.37
C -0.22 -4.15 -3.23
C -0.77 -2.94 -3.62
C -0.23 -1.74 -3.17
C 0.87 -1.72 -2.31
C 1.44 -0.39 -1.88
C 1.31 0.12 -0.42
C 1.92 -0.86 0.62
C 3.45 -0.87 0.73
O 4.13 -1.25 -0.43
C 3.80 -1.84 1.93
N 4.65 -2.96 1.53
O 2.19 1.25 -0.48
C 2.10 2.36 0.38
C 2.18 3.61 -0.54
C 3.59 4.24 -0.58
C 3.84 5.38 0.41
C 3.09 6.67 0.10
F 3.97 7.71 0.14
F 2.53 6.67 -1.13
C 1.96 7.07 1.10
F 0.79 6.48 0.76
F 1.76 8.38 1.09
F 2.27 6.71 2.36
C 0.93 2.34 1.34
C 0.86 3.65 2.11
C 1.10 3.53 3.64
C 2.31 2.71 3.93
F 3.49 3.31 3.64
C 2.33 1.46 4.38
F 1.44 0.95 5.21
F 3.27 0.58 4.08
N -0.27 1.96 0.51
C -1.63 2.44 0.96
C -2.07 2.46 2.44
C -1.56 1.43 3.45
O -3.50 2.37 2.35
C -0.19 0.51 -0.05
O -0.92 0.61 -1.24
P -1.06 -0.73 1.10
N -0.93 -2.17 0.22
O -2.60 -0.18 0.77
C 1.42 -2.95 -1.94
H 0.80 -6.29 -2.05
H 2.45 -5.66 -2.40
H 1.69 -5.40 -0.84
H -0.63 -5.08 -3.60
H -1.62 -2.90 -4.30
H -0.66 -0.80 -3.50
H 1.11 0.40 -2.55
H 2.52 -0.44 -2.01
H 1.58 -0.53 1.60
H 1.53 -1.87 0.50
H 3.85 0.11 1.00
H 3.60 -1.82 -0.99
H 2.88 -2.27 2.34
H 4.33 -1.27 2.69
H 5.53 -2.97 2.01
H 4.19 -3.85 1.69
H 3.00 2.38 1.01
H 1.97 3.27 -1.55
H 1.42 4.36 -0.31
H 4.32 3.44 -0.46
H 3.71 4.65 -1.58
H 4.90 5.64 0.34
H 3.69 5.05 1.44
H 1.08 1.53 2.05
H 1.61 4.35 1.77
H -0.08 4.18 2.00
H 1.29 4.55 3.98
H 0.23 3.19 4.19
H -0.13 2.48 -0.37
H -1.69 3.47 0.62
H -2.40 1.93 0.39
H -1.86 3.45 2.84
H -1.50 1.89 4.43
H -0.62 0.95 3.22
H -2.31 0.64 3.54
H -3.89 3.11 2.81
H -1.86 0.40 -1.08
H -1.66 -2.78 0.59
H -1.18 -2.03 -0.76
H -3.22 -0.82 1.13
H 2.28 -3.00 -1.28
C -6.68 -4.58 -2.82
C -5.83 -4.24 -4.04
C -4.69 -5.20 -4.40
F -3.78 -5.26 -3.40
F -4.06 -4.74 -5.50
F -5.35 -2.98 -3.93
F -6.66 -4.27 -5.11
O -6.39 -3.90 -1.61
C -5.45 -4.35 -0.72
C -4.33 -3.32 -0.55
F -3.70 -3.07 -1.71
F -3.40 -3.81 0.33
F -4.97 -5.56 -1.03
F -6.05 -4.44 0.49
H -7.68 -4.23 -3.08
H -6.76 -5.66 -2.67
H -5.08 -6.20 -4.60
H -4.73 -2.38 -0.17



Entry 2:
Below is a structure of composition C32H45N5O3PPtS in a non-equilibrium geometry, with properties calculated with wB97M-V/def2-TZVPD.

Computed properties:
**⟨S²⟩**: 6.03
**E_LUMO (spin up / spin down)**: -7.834 / -12.248 eV
**Charge**: +3
**E_HOMO (spin up / spin down)**: -16.6 / -17.0 eV
**2S+1**: 5
**Total energy**: -2603.7009 a.u.
**Orbital gap (spin up / spin down)**: 8.8 / 4.8 eV

CARTESIAN COORDINATES (ANGSTROEM)
Pt -0.27 -1.17 -0.06
C -2.79 -2.54 -1.37
C -3.24 -2.09 0.01
N -2.09 -2.14 0.93
C -1.75 -3.50 1.44
C -0.63 -4.15 0.69
C -0.31 -5.49 0.82
C 0.78 -5.98 0.12
C 1.52 -5.14 -0.70
C 1.15 -3.81 -0.79
C 1.91 -2.81 -1.62
N 1.16 -1.55 -1.86
C 0.40 -1.53 -3.12
C -0.90 -2.29 -2.95
N -1.67 -1.69 -1.84
N 0.09 -3.36 -0.10
H -2.43 -3.57 -1.35
H -3.62 -2.50 -2.08
H -3.60 -1.07 -0.02
H -4.05 -2.73 0.37
H -2.25 -1.56 1.75
H -1.46 -3.41 2.49
H -2.65 -4.13 1.39
H -0.90 -6.13 1.46
H 1.06 -7.02 0.21
H 2.37 -5.50 -1.26
H 2.84 -2.54 -1.11
H 2.18 -3.26 -2.58
H 1.85 -0.80 -1.83
H 0.19 -0.49 -3.37
H 0.98 -1.95 -3.94
H -1.48 -2.29 -3.87
H -0.70 -3.33 -2.69
H -2.04 -0.80 -2.16
O 3.52 -0.44 -0.24
C 2.98 -0.66 0.82
N 1.71 -1.22 0.91
S 1.21 -1.43 2.42
O -0.11 -0.72 2.35
O 1.09 -2.78 2.88
C 2.54 -0.59 3.19
C 2.78 -0.37 4.53
C 4.01 0.19 4.85
C 4.95 0.48 3.87
C 4.70 0.22 2.53
C 3.47 -0.32 2.19
H 2.06 -0.63 5.29
H 4.24 0.39 5.89
H 5.91 0.90 4.16
H 5.44 0.43 1.76
C 0.36 4.49 0.34
C 0.55 3.02 0.71
C 0.29 2.77 2.20
C 1.94 2.56 0.32
P -0.78 1.93 -0.26
C -0.51 2.54 -1.91
C 0.72 2.16 -2.52
C 1.09 2.65 -3.74
C 0.24 3.53 -4.42
C -0.97 3.93 -3.84
C -1.35 3.43 -2.62
C -2.54 2.25 0.28
C -2.95 3.70 0.59
C -2.75 1.43 1.57
C -3.46 1.67 -0.80
H 1.04 5.06 0.98
H -0.64 4.87 0.53
H 0.63 4.68 -0.69
H 1.10 3.26 2.75
H 0.30 1.71 2.46
H -0.64 3.22 2.54
H 2.65 3.01 1.02
H 2.23 2.89 -0.67
H 2.06 1.48 0.39
H 1.39 1.50 -1.97
H 2.04 2.37 -4.19
H 0.54 3.93 -5.38
H -1.60 4.63 -4.37
H -2.28 3.77 -2.18
H -2.41 4.10 1.44
H -4.01 3.70 0.85
H -2.82 4.39 -0.25
H -2.22 1.83 2.42
H -2.42 0.39 1.44
H -3.82 1.42 1.81
H -3.51 2.27 -1.71
H -4.48 1.61 -0.40
H -3.16 0.66 -1.10



Entry 3:
Below is a structure of composition C32H46HgNO7P3S3, with properties calculated with wB97M-V/def2-TZVPD.

Computed properties:
**⟨S²⟩**: 0.77
**E_LUMO (spin up / spin down)**: 2.110 / 2.109 eV
**Charge**: -1
**E_HOMO (spin up / spin down)**: -1.4 / -5.0 eV
**2S+1**: 2
**Total energy**: -4200.5660 a.u.
**Orbital gap (spin up / spin down)**: 3.5 / 7.1 eV

CARTESIAN COORDINATES (ANGSTROEM)
Hg -0.41 -0.39 0.22
O -0.91 -3.01 4.51
C -0.42 -1.85 4.02
O 0.69 -1.76 3.59
C -1.44 -0.73 4.10
O -1.85 -0.45 2.79
C -2.70 0.70 2.77
C -3.06 1.19 1.40
O -3.98 2.01 1.38
O -2.39 0.77 0.40
H -0.21 -3.67 4.38
H -0.95 0.13 4.56
H -2.29 -1.03 4.72
H -2.22 1.54 3.29
H -3.64 0.48 3.29
C 3.24 -2.03 1.77
P 1.69 -2.21 0.81
C 2.38 -2.44 -0.86
C 1.05 -3.89 1.21
C 1.87 -4.88 1.75
C 1.36 -6.13 2.08
C 0.02 -6.41 1.87
C -0.80 -5.43 1.33
C -0.31 -4.16 1.01
P -1.50 -2.89 0.37
C -2.96 -3.13 1.44
C -2.04 -3.62 -1.21
H 3.98 -2.80 1.52
H 3.05 -2.03 2.85
H 3.64 -1.06 1.49
H 3.16 -3.21 -0.86
H 2.80 -1.49 -1.20
H 1.60 -2.71 -1.58
H 2.92 -4.68 1.92
H 2.02 -6.89 2.50
H -0.38 -7.38 2.12
H -1.85 -5.65 1.17
H -3.51 -4.03 1.17
H -3.61 -2.26 1.32
H -2.66 -3.19 2.49
H -2.38 -4.65 -1.06
H -1.24 -3.58 -1.94
H -2.86 -3.02 -1.61
N 0.84 0.96 1.68
S 1.77 2.31 1.84
C 1.23 3.30 3.09
C -0.15 3.71 3.22
C -0.51 4.56 4.25
C 0.43 5.03 5.18
C 1.78 4.61 5.05
C 2.17 3.78 4.04
C 1.33 3.15 0.34
C 0.01 3.27 -0.11
C -0.27 4.15 -1.16
C 0.75 4.85 -1.79
C 2.06 4.70 -1.35
C 2.35 3.87 -0.28
H 1.23 0.30 2.34
H -0.90 3.35 2.53
H -1.54 4.87 4.33
H 0.12 5.69 5.98
H 2.52 4.95 5.77
H 3.21 3.47 3.95
H -0.79 2.69 0.33
H -1.29 4.25 -1.49
H 0.52 5.52 -2.61
H 2.87 5.25 -1.84
H 3.36 3.78 0.09
C -2.50 1.00 -5.53
C -2.73 0.31 -4.20
C -2.84 1.28 -3.04
O -1.76 -0.76 -3.96
P -0.18 -0.76 -3.70
S 0.41 -2.63 -3.73
S 0.25 0.40 -2.12
O 0.33 0.08 -4.96
C 1.63 0.65 -5.27
C 1.80 2.01 -4.63
C 2.78 -0.29 -4.97
H -3.37 1.64 -5.74
H -2.39 0.28 -6.34
H -1.61 1.63 -5.50
H -3.65 -0.26 -4.27
H -1.95 1.92 -2.98
H -2.94 0.78 -2.08
H -3.71 1.92 -3.20
H 1.56 0.79 -6.35
H 2.04 1.94 -3.57
H 0.90 2.62 -4.73
H 2.63 2.53 -5.14
H 2.89 -0.44 -3.89
H 3.70 0.15 -5.36
H 2.63 -1.27 -5.43



Entry 4:
Below is a structure of composition C32H46N8O6S2 in a non-equilibrium geometry, with properties calculated with wB97M-V/def2-TZVPD.

Computed properties:
**E_LUMO**: 0.240 eV
**E_HOMO**: -8.0 eV
**2S+1**: 1
**Total energy**: -2931.5699 a.u.
**Orbital gap**: 8.2 eV

CARTESIAN COORDINATES (ANGSTROEM)
C 2.14 1.90 -0.69
C 1.67 0.53 -0.92
C 1.48 -0.41 -0.07
C 1.30 -1.80 -0.25
H 0.55 -1.73 -0.91
H 1.07 -2.28 0.70
C 2.74 -2.72 -0.65
H 2.91 -2.14 -1.77
H 2.31 -3.59 -0.91
O 3.59 -2.56 0.26
C 4.55 -1.73 -0.15
O 4.65 -0.83 -1.05
C 5.61 -1.56 1.31
C 4.88 -1.76 2.47
H 4.38 -0.63 2.67
H 4.31 -2.60 2.64
H 5.71 -1.82 3.48
H 6.19 -2.73 1.09
C 6.45 -0.57 0.95
H 7.41 -0.77 1.75
H 7.09 -0.52 0.00
H 6.21 0.23 1.01
S 1.89 0.03 1.56
S 0.56 -1.08 2.64
C -1.18 -0.07 1.81
C -2.15 -1.09 1.80
N -3.22 -0.49 1.43
C -4.43 -0.38 1.96
O -4.20 -0.66 3.30
H -5.19 0.01 1.63
C -3.46 -0.37 -0.27
C -4.03 -1.43 -0.88
C -4.83 -2.54 -0.23
N -5.33 -3.46 -0.73
C -5.17 -3.58 -2.10
N -4.61 -2.87 -3.02
C -3.99 -1.59 -2.29
N -3.17 -1.13 -3.02
H -2.47 -0.36 -2.73
H -3.07 -1.28 -4.16
C -5.87 -4.89 -2.72
H -6.70 -5.14 -2.51
H -5.84 -4.53 -3.91
H -5.18 -5.62 -2.60
H -4.92 -2.39 0.74
H -2.50 -0.21 -0.44
H -4.01 0.50 -0.24
C -2.13 -2.56 2.27
H -2.88 -2.67 2.80
H -1.00 -2.95 2.27
H -2.49 -3.07 1.16
C -1.14 1.26 1.75
C -1.08 2.05 3.09
H -0.92 3.01 2.98
H 0.07 1.67 3.65
O -1.81 1.46 4.07
C -3.03 2.23 3.96
O -3.33 2.71 2.93
C -3.96 1.77 5.08
C -3.39 2.31 6.48
H -3.99 2.45 7.31
H -2.33 2.26 6.57
H -3.50 3.73 6.18
C -5.19 2.10 4.86
H -5.92 2.00 5.89
H -5.75 1.51 4.18
H -5.42 3.18 4.67
H -3.85 0.59 5.27
H -0.16 1.52 1.09
H -2.01 1.10 1.43
N 1.52 0.06 -2.43
C 0.31 -0.06 -2.73
O -0.60 0.12 -2.13
H 0.13 -0.10 -4.12
C 2.71 0.27 -3.11
C 3.05 1.64 -3.65
C 2.43 2.41 -4.63
N 2.72 3.61 -4.93
C 3.65 4.15 -4.48
N 4.77 3.31 -3.58
C 4.48 2.13 -3.25
N 5.22 1.61 -2.27
H 6.20 1.95 -2.09
H 5.12 0.64 -1.79
C 4.07 5.45 -4.95
H 4.17 5.52 -6.14
H 5.28 5.61 -4.73
H 3.81 6.33 -4.18
H 1.59 1.87 -4.77
H 3.69 -0.32 -2.80
H 2.40 -0.46 -3.96
H 1.91 2.23 0.37
H 1.67 2.62 -1.39
H 3.28 2.06 -0.83



Entry 5:
Below is a structure of composition C32H47Cl3N10O4PSSiV in a non-equilibrium geometry, with properties calculated with wB97M-V/def2-TZVPD.

Computed properties:
**⟨S²⟩**: 3.76
**E_LUMO (spin up / spin down)**: 1.883 / 1.787 eV
**Charge**: -1
**E_HOMO (spin up / spin down)**: -4.8 / -5.0 eV
**2S+1**: 4
**Total energy**: -5450.2111 a.u.
**Orbital gap (spin up / spin down)**: 6.7 / 6.8 eV

CARTESIAN COORDINATES (ANGSTROEM)
V -0.25 -0.52 -0.37
C -0.16 -1.09 4.00
C -0.22 -1.18 2.51
N -0.24 -0.17 1.71
N -0.07 1.08 2.20
C -1.03 1.67 2.84
N -0.68 2.92 3.34
S -2.66 1.17 3.07
C -0.19 -2.49 1.84
C -0.03 -3.68 2.54
C 0.04 -4.87 1.83
C -0.06 -4.85 0.46
C -0.21 -3.63 -0.18
N -0.28 -2.48 0.49
H 0.03 -0.07 4.30
H -1.12 -1.41 4.42
H 0.65 -1.72 4.38
H 0.30 3.01 3.58
H -1.33 3.28 4.02
H 0.06 -3.67 3.61
H 0.19 -5.81 2.36
H 0.00 -5.75 -0.14
H -0.22 -3.55 -1.26
C -4.59 -1.41 0.43
C -5.12 -1.56 -0.84
C -4.32 -1.33 -1.94
C -3.00 -0.93 -1.75
N -2.49 -0.78 -0.51
C -3.26 -1.02 0.54
C -2.06 -0.70 -2.87
C -2.47 -0.63 -4.19
C -1.51 -0.39 -5.17
C -0.19 -0.25 -4.80
C 0.14 -0.34 -3.46
N -0.78 -0.53 -2.51
H -5.17 -1.57 1.32
H -6.15 -1.87 -0.97
H -4.71 -1.47 -2.94
H -2.81 -0.85 1.52
H -3.51 -0.74 -4.46
H -1.80 -0.33 -6.21
H 0.59 -0.09 -5.53
H 1.17 -0.27 -3.12
C 5.30 2.68 1.77
C 3.99 2.96 2.49
C 2.97 3.56 1.54
C 4.22 3.89 3.68
O 3.43 1.76 3.09
P 3.39 0.30 2.47
O 2.57 -0.58 3.31
O 3.02 0.51 0.98
O 4.91 -0.16 2.36
C 5.63 -0.89 3.39
C 5.13 -2.32 3.43
C 7.08 -0.84 2.93
C 5.47 -0.20 4.74
H 5.70 3.63 1.39
H 5.15 2.01 0.93
H 6.03 2.24 2.45
H 3.34 4.51 1.14
H 2.02 3.74 2.05
H 2.79 2.88 0.70
H 4.64 4.83 3.34
H 4.91 3.42 4.39
H 3.28 4.08 4.19
H 5.23 -2.78 2.45
H 4.08 -2.35 3.72
H 5.71 -2.89 4.16
H 7.17 -1.31 1.95
H 7.71 -1.37 3.64
H 7.42 0.19 2.85
H 4.42 -0.16 5.03
H 5.86 0.82 4.70
H 6.02 -0.76 5.50
C -1.70 2.37 -2.06
N -1.89 3.77 -2.44
C -0.68 4.21 -3.14
N 0.52 4.08 -2.31
C 0.66 2.67 -1.92
N -0.52 2.17 -1.20
C -0.71 3.03 0.00
N -0.87 4.44 -0.35
C -2.03 4.57 -1.22
C 0.31 4.87 -1.09
H -1.57 1.80 -2.98
H -2.58 2.01 -1.53
H -0.80 5.26 -3.42
H -0.55 3.61 -4.04
H 1.54 2.55 -1.30
H 0.80 2.08 -2.83
H 0.14 2.90 0.66
H -1.60 2.69 0.53
H -2.16 5.62 -1.49
H -2.92 4.23 -0.68
H 1.19 4.76 -0.45
H 0.20 5.92 -1.36
Cl 3.47 0.40 -1.84
Si 2.32 -0.47 -0.26
Cl 1.35 -2.88 -2.92
Cl 3.34 -2.26 0.16



Please write out number 2 again, unchanged.
Below is a structure of composition C32H45N5O3PPtS in a non-equilibrium geometry, with properties calculated with wB97M-V/def2-TZVPD.

Computed properties:
**⟨S²⟩**: 6.03
**E_LUMO (spin up / spin down)**: -7.834 / -12.248 eV
**Charge**: +3
**E_HOMO (spin up / spin down)**: -16.6 / -17.0 eV
**2S+1**: 5
**Total energy**: -2603.7009 a.u.
**Orbital gap (spin up / spin down)**: 8.8 / 4.8 eV

CARTESIAN COORDINATES (ANGSTROEM)
Pt -0.27 -1.17 -0.06
C -2.79 -2.54 -1.37
C -3.24 -2.09 0.01
N -2.09 -2.14 0.93
C -1.75 -3.50 1.44
C -0.63 -4.15 0.69
C -0.31 -5.49 0.82
C 0.78 -5.98 0.12
C 1.52 -5.14 -0.70
C 1.15 -3.81 -0.79
C 1.91 -2.81 -1.62
N 1.16 -1.55 -1.86
C 0.40 -1.53 -3.12
C -0.90 -2.29 -2.95
N -1.67 -1.69 -1.84
N 0.09 -3.36 -0.10
H -2.43 -3.57 -1.35
H -3.62 -2.50 -2.08
H -3.60 -1.07 -0.02
H -4.05 -2.73 0.37
H -2.25 -1.56 1.75
H -1.46 -3.41 2.49
H -2.65 -4.13 1.39
H -0.90 -6.13 1.46
H 1.06 -7.02 0.21
H 2.37 -5.50 -1.26
H 2.84 -2.54 -1.11
H 2.18 -3.26 -2.58
H 1.85 -0.80 -1.83
H 0.19 -0.49 -3.37
H 0.98 -1.95 -3.94
H -1.48 -2.29 -3.87
H -0.70 -3.33 -2.69
H -2.04 -0.80 -2.16
O 3.52 -0.44 -0.24
C 2.98 -0.66 0.82
N 1.71 -1.22 0.91
S 1.21 -1.43 2.42
O -0.11 -0.72 2.35
O 1.09 -2.78 2.88
C 2.54 -0.59 3.19
C 2.78 -0.37 4.53
C 4.01 0.19 4.85
C 4.95 0.48 3.87
C 4.70 0.22 2.53
C 3.47 -0.32 2.19
H 2.06 -0.63 5.29
H 4.24 0.39 5.89
H 5.91 0.90 4.16
H 5.44 0.43 1.76
C 0.36 4.49 0.34
C 0.55 3.02 0.71
C 0.29 2.77 2.20
C 1.94 2.56 0.32
P -0.78 1.93 -0.26
C -0.51 2.54 -1.91
C 0.72 2.16 -2.52
C 1.09 2.65 -3.74
C 0.24 3.53 -4.42
C -0.97 3.93 -3.84
C -1.35 3.43 -2.62
C -2.54 2.25 0.28
C -2.95 3.70 0.59
C -2.75 1.43 1.57
C -3.46 1.67 -0.80
H 1.04 5.06 0.98
H -0.64 4.87 0.53
H 0.63 4.68 -0.69
H 1.10 3.26 2.75
H 0.30 1.71 2.46
H -0.64 3.22 2.54
H 2.65 3.01 1.02
H 2.23 2.89 -0.67
H 2.06 1.48 0.39
H 1.39 1.50 -1.97
H 2.04 2.37 -4.19
H 0.54 3.93 -5.38
H -1.60 4.63 -4.37
H -2.28 3.77 -2.18
H -2.41 4.10 1.44
H -4.01 3.70 0.85
H -2.82 4.39 -0.25
H -2.22 1.83 2.42
H -2.42 0.39 1.44
H -3.82 1.42 1.81
H -3.51 2.27 -1.71
H -4.48 1.61 -0.40
H -3.16 0.66 -1.10



Q: Which value of 2S+1 does entry 5 give?
A: 4



Copy entry 4 word for word.
Below is a structure of composition C32H46N8O6S2 in a non-equilibrium geometry, with properties calculated with wB97M-V/def2-TZVPD.

Computed properties:
**E_LUMO**: 0.240 eV
**E_HOMO**: -8.0 eV
**2S+1**: 1
**Total energy**: -2931.5699 a.u.
**Orbital gap**: 8.2 eV

CARTESIAN COORDINATES (ANGSTROEM)
C 2.14 1.90 -0.69
C 1.67 0.53 -0.92
C 1.48 -0.41 -0.07
C 1.30 -1.80 -0.25
H 0.55 -1.73 -0.91
H 1.07 -2.28 0.70
C 2.74 -2.72 -0.65
H 2.91 -2.14 -1.77
H 2.31 -3.59 -0.91
O 3.59 -2.56 0.26
C 4.55 -1.73 -0.15
O 4.65 -0.83 -1.05
C 5.61 -1.56 1.31
C 4.88 -1.76 2.47
H 4.38 -0.63 2.67
H 4.31 -2.60 2.64
H 5.71 -1.82 3.48
H 6.19 -2.73 1.09
C 6.45 -0.57 0.95
H 7.41 -0.77 1.75
H 7.09 -0.52 0.00
H 6.21 0.23 1.01
S 1.89 0.03 1.56
S 0.56 -1.08 2.64
C -1.18 -0.07 1.81
C -2.15 -1.09 1.80
N -3.22 -0.49 1.43
C -4.43 -0.38 1.96
O -4.20 -0.66 3.30
H -5.19 0.01 1.63
C -3.46 -0.37 -0.27
C -4.03 -1.43 -0.88
C -4.83 -2.54 -0.23
N -5.33 -3.46 -0.73
C -5.17 -3.58 -2.10
N -4.61 -2.87 -3.02
C -3.99 -1.59 -2.29
N -3.17 -1.13 -3.02
H -2.47 -0.36 -2.73
H -3.07 -1.28 -4.16
C -5.87 -4.89 -2.72
H -6.70 -5.14 -2.51
H -5.84 -4.53 -3.91
H -5.18 -5.62 -2.60
H -4.92 -2.39 0.74
H -2.50 -0.21 -0.44
H -4.01 0.50 -0.24
C -2.13 -2.56 2.27
H -2.88 -2.67 2.80
H -1.00 -2.95 2.27
H -2.49 -3.07 1.16
C -1.14 1.26 1.75
C -1.08 2.05 3.09
H -0.92 3.01 2.98
H 0.07 1.67 3.65
O -1.81 1.46 4.07
C -3.03 2.23 3.96
O -3.33 2.71 2.93
C -3.96 1.77 5.08
C -3.39 2.31 6.48
H -3.99 2.45 7.31
H -2.33 2.26 6.57
H -3.50 3.73 6.18
C -5.19 2.10 4.86
H -5.92 2.00 5.89
H -5.75 1.51 4.18
H -5.42 3.18 4.67
H -3.85 0.59 5.27
H -0.16 1.52 1.09
H -2.01 1.10 1.43
N 1.52 0.06 -2.43
C 0.31 -0.06 -2.73
O -0.60 0.12 -2.13
H 0.13 -0.10 -4.12
C 2.71 0.27 -3.11
C 3.05 1.64 -3.65
C 2.43 2.41 -4.63
N 2.72 3.61 -4.93
C 3.65 4.15 -4.48
N 4.77 3.31 -3.58
C 4.48 2.13 -3.25
N 5.22 1.61 -2.27
H 6.20 1.95 -2.09
H 5.12 0.64 -1.79
C 4.07 5.45 -4.95
H 4.17 5.52 -6.14
H 5.28 5.61 -4.73
H 3.81 6.33 -4.18
H 1.59 1.87 -4.77
H 3.69 -0.32 -2.80
H 2.40 -0.46 -3.96
H 1.91 2.23 0.37
H 1.67 2.62 -1.39
H 3.28 2.06 -0.83



Q: Look up the 2S+1 of the fifth one.
A: 4